63
Properties=species:S:1:pos:R:3:forces:R:3:lowdin_spin:R:1 method="wB97M-V/def2-TZVPD" gap_ha="0.2913 / 0.2480" total_charge=+1 energy_ev=-153099.5885 spin_multiplicity=2 relative_energy_ev=1.862 e_homo_ev="-12.25 / -12.21" s2=0.76
Os -0.040 0.326 -0.080 -0.3 -1.9 -0.4 0.82
C -2.575 -2.978 -2.924 0.0 0.0 0.0 0.00
C -2.596 -2.058 -1.701 0.1 0.1 0.1 0.00
C -3.968 -2.062 -1.021 0.0 0.1 0.0 0.00
C -1.525 -2.450 -0.721 0.1 0.3 0.2 0.00
C -1.364 -3.775 -0.346 0.0 -0.2 0.0 0.00
C -0.302 -3.798 0.525 -0.1 -0.2 0.0 0.00
N 0.132 -2.558 0.670 -0.2 0.1 0.1 0.00
N -0.597 -1.681 -0.057 -0.3 -1.0 -0.1 0.00
B 1.269 -2.060 1.512 0.1 -0.1 0.3 0.00
N 2.267 -1.384 0.593 0.0 0.0 -0.1 0.00
C 3.531 -1.722 0.387 0.0 -0.1 0.1 0.02
C 4.126 -0.735 -0.356 0.1 0.1 -0.1 0.01
C 3.153 0.231 -0.578 0.0 0.0 0.1 0.01
N 1.977 -0.192 -0.004 0.6 0.4 -0.3 0.01
C 3.548 1.489 -1.318 -0.3 0.0 -0.1 0.00
C 2.667 2.696 -1.093 0.0 0.1 0.1 0.00
C 3.695 1.190 -2.816 0.0 -0.1 0.0 0.00
N 0.724 -1.013 2.464 -0.1 0.0 -0.2 0.00
C 0.766 -1.051 3.793 0.1 -0.2 -0.1 0.02
C 0.228 0.108 4.279 -0.1 0.3 0.1 0.00
C -0.123 0.860 3.163 0.1 -0.2 0.1 0.02
N 0.165 0.155 2.030 -0.5 0.8 0.3 0.02
C -0.709 2.223 3.288 -0.1 0.1 0.1 0.00
C -0.687 2.943 1.980 -0.1 0.3 -0.3 0.01
C -2.129 2.141 3.860 0.0 0.0 0.0 0.00
H -3.283 -2.617 -3.671 0.0 0.0 0.0 0.00
H -1.585 -3.018 -3.379 0.0 0.0 0.0 0.00
H -2.868 -3.993 -2.654 0.0 0.0 0.0 0.00
H -2.398 -1.058 -2.068 0.0 -0.2 -0.2 0.00
H -4.229 -3.070 -0.697 0.0 0.0 0.0 0.00
H -3.984 -1.412 -0.144 0.0 0.0 0.0 0.00
H -4.736 -1.716 -1.715 0.0 0.0 0.0 0.00
H -1.948 -4.612 -0.688 0.0 0.0 0.0 0.00
H 0.174 -4.609 1.051 0.0 0.0 0.0 0.00
H 1.772 -2.957 2.124 0.0 0.1 -0.1 0.00
H 3.924 -2.635 0.803 0.0 0.0 0.0 0.00
H 5.151 -0.685 -0.682 0.0 0.0 0.0 0.00
H 4.540 1.720 -0.922 0.0 -0.1 -0.1 0.00
H 1.650 2.473 -1.362 -0.1 0.1 -0.1 0.00
H 2.692 3.036 -0.055 0.0 0.0 0.0 0.00
H 2.984 3.522 -1.730 0.1 0.0 0.1 0.00
H 2.732 0.931 -3.258 0.0 0.0 0.0 0.00
H 4.081 2.069 -3.333 0.0 0.0 0.0 0.00
H 4.383 0.363 -2.993 0.0 0.0 0.0 0.00
H 1.182 -1.908 4.296 0.0 0.0 0.0 0.00
H 0.117 0.399 5.309 0.0 0.0 0.0 0.00
H -0.085 2.769 4.001 0.0 -0.1 0.1 0.00
H -1.382 2.424 1.322 0.1 0.0 -0.1 0.00
H -1.052 3.964 2.061 0.0 0.0 0.1 0.00
H 0.310 2.981 1.539 0.0 -0.1 -0.1 0.00
H -2.777 1.570 3.190 0.0 0.0 0.0 0.00
H -2.141 1.655 4.835 0.0 0.0 0.0 0.00
H -2.548 3.141 3.972 0.0 0.0 0.0 0.00
Cl 0.228 -0.382 -2.495 0.3 0.2 -0.1 0.00
Ge -1.222 1.146 -3.191 -0.5 1.0 -0.1 0.01
Cl -2.656 0.365 -4.504 -0.1 -0.2 -0.1 0.01
Cl 0.163 2.313 -4.282 0.2 -0.1 -0.2 0.00
O -2.086 3.032 -2.627 0.2 -0.6 -0.3 0.00
S -1.757 2.839 -1.194 0.8 -0.2 0.6 0.00
O -0.289 2.545 -1.062 -0.7 0.6 0.3 0.00
O -2.357 3.744 -0.287 -0.1 0.1 -0.2 0.00
S -2.333 0.823 -1.041 0.5 0.6 0.6 0.02